This record from OMol25 describes a molecular structure, C34H50BaN11O4PSSi in a non-equilibrium geometry. The level of theory is wB97M-V/def2-TZVPD.

```
! RIJCOSX wB97M-V def2-TZVPD def2/J DEFGRID3
* xyz 0 1
Ba 1.2818 -0.2029 -0.5263
N 1.1932 1.2495 1.9584
C 1.4100 0.1672 2.9259
C 0.2468 -0.8174 2.8909
N 0.0635 -1.4658 1.5822
C 0.4087 -2.8924 1.4899
C 1.9013 -3.1338 1.2876
N 2.3883 -2.6011 0.0085
H 1.9931 1.8720 1.9335
H 0.3687 1.7920 2.1940
H 1.5193 0.5257 3.9575
H 2.3429 -0.3266 2.6452
H -0.6728 -0.2798 3.1425
H 0.3973 -1.5772 3.6668
H -0.8921 -1.3472 1.2686
H -0.1431 -3.3055 0.6433
H 0.0835 -3.4338 2.3887
H 2.0933 -4.2068 1.3962
H 2.4582 -2.6249 2.0737
H 2.1272 -3.1991 -0.7712
H 3.3985 -2.5003 0.0409
O 1.1911 -2.7899 -3.4658
S 0.3588 -1.7615 -2.9053
O -0.1900 -2.0920 -1.5770
O 0.9825 -0.4235 -2.8866
C -1.0745 -1.5462 -3.9230
C -1.0680 -2.0924 -5.1955
C -2.1551 -1.8908 -6.0332
C -3.2326 -1.1417 -5.5880
C -3.2325 -0.6034 -4.3069
C -2.1594 -0.7968 -3.4425
P -2.1562 -0.1027 -1.7231
C -3.1067 -1.3781 -0.8099
C -3.5961 -2.5570 -1.3611
C -4.2439 -3.4927 -0.5617
C -4.4165 -3.2610 0.7953
C -3.9315 -2.0863 1.3575
C -3.2765 -1.1581 0.5595
C -3.3976 1.2353 -1.8918
C -4.7534 1.1161 -1.5987
C -5.5987 2.2158 -1.6982
C -5.0979 3.4458 -2.1007
C -3.7478 3.5737 -2.4050
C -2.9033 2.4793 -2.2916
H -0.2091 -2.6695 -5.5119
H -2.1561 -2.3147 -7.0290
H -4.0836 -0.9749 -6.2363
H -4.0860 -0.0228 -3.9793
H -3.4598 -2.7576 -2.4164
H -4.6091 -4.4112 -1.0037
H -4.9140 -3.9966 1.4143
H -4.0454 -1.9011 2.4188
H -2.8756 -0.2496 1.0033
H -5.1549 0.1511 -1.3071
H -6.6536 2.1092 -1.4737
H -5.7572 4.3007 -2.1813
H -3.3500 4.5292 -2.7234
H -1.8451 2.5836 -2.5057
C 3.4372 2.3900 -2.1606
C 4.4557 1.5968 -1.3736
C 5.7938 1.7586 -1.6692
C 6.7048 0.9805 -0.9522
C 6.2610 0.1418 0.0312
C 4.8694 0.0720 0.3770
N 3.9908 0.7775 -0.4175
N 4.3791 -0.6701 1.3742
Si 5.3599 -1.2995 2.6246
C 6.3715 0.0158 3.5125
C 4.3208 -2.0769 3.9903
C 6.5302 -2.6823 2.1036
H 3.5964 3.4600 -1.9963
H 2.4183 2.1522 -1.8654
H 3.5371 2.2026 -3.2311
H 6.1092 2.4382 -2.4495
H 7.7643 1.0316 -1.1792
H 6.9648 -0.4806 0.5644
H 5.7037 0.7474 3.9773
H 7.0389 0.5589 2.8427
H 6.9775 -0.4340 4.3046
H 3.4843 -1.4459 4.2971
H 4.9611 -2.2191 4.8669
H 3.9310 -3.0611 3.7191
H 7.3645 -2.3307 1.4926
H 5.9927 -3.4388 1.5230
H 6.9498 -3.1772 2.9851
N -5.7458 1.0472 1.8996
C -5.6284 2.1143 2.7057
N -6.7609 2.6313 3.2330
N -4.4967 2.6953 3.0220
C -3.3867 2.2394 2.4732
N -2.3739 1.8904 2.0262
H -6.6456 0.7336 1.5834
H -4.9399 0.7107 1.3944
H -7.6089 2.0950 3.2463
H -6.6378 3.3327 3.9423
N -0.8068 3.9780 0.4048
C -0.0275 3.5918 -0.6391
N 0.4411 4.5935 -1.4545
O 0.2420 2.4169 -0.8573
H -1.2355 4.8869 0.3953
H -1.3139 3.2370 0.8753
H 0.5050 5.5281 -1.0886
H 1.1899 4.3107 -2.0658
*
```

Output
* frontier orbital gap: 6.037 eV
* HOMO level: -6.13 eV
* ΔE to the lowest compared entry with this formula, charge and spin: 38.2 kcal/mol
* LUMO level: -0.09 eV
* M: 905.3 g mol⁻¹